28
Properties=species:S:1:pos:R:3:lowdin_charge:R:1 method="wB97M-V/def2-TZVPD" total_charge=0 homo_ev=-8.2 gap_ev=9.08 e_above_lowest_kj_mol=167.7 spin_multiplicity=1 lumo_ha=0.032 smiles=Cc1ccc(O)cc1.Cc1c[nH]cn1 total_energy_ev=-16661.174
C -0.97 2.33 1.58 -0.0535
C -3.05 3.25 -1.14 -0.2021
C -1.63 2.96 0.43 -0.3685
C -1.18 4.01 -0.31 -0.0800
N -2.79 2.48 -0.11 0.0977
N -2.07 4.17 -1.31 0.0388
H -3.79 3.12 -1.91 0.1132
H -2.05 4.77 -2.12 0.1449
H -0.23 4.49 -0.13 0.1157
H 0.09 2.57 1.68 0.0779
H -0.86 1.25 1.60 0.0457
H -1.37 2.53 2.57 0.0746
C 3.67 -2.31 0.37 -0.0673
C 1.40 -1.31 0.65 -0.0328
C 2.18 -2.34 0.12 -0.2958
C 0.06 -1.26 0.32 -0.0104
C -0.51 -2.32 -0.36 -0.3338
C 1.60 -3.35 -0.62 -0.0516
C 0.22 -3.42 -0.79 -0.0181
O -1.87 -2.28 -0.48 0.0419
H 1.87 -0.67 1.39 0.1151
H -0.57 -0.39 0.44 0.0959
H 4.05 -1.31 0.16 0.0755
H 4.28 -2.94 -0.28 0.0671
H 2.18 -4.19 -0.97 0.1098
H -2.28 -2.97 -1.01 0.1047
H -0.37 -4.26 -1.15 0.1138
H 3.99 -2.61 1.37 0.0813

31
Properties=species:S:1:pos:R:3:lowdin_charge:R:1 method="wB97M-V/def2-TZVPD" total_charge=0 homo_ev=-8.5 gap_ev=9.15 e_above_lowest_kj_mol=429.6 spin_multiplicity=1 lumo_ha=0.023 smiles="N[C@@H](Cc1ccc(O)cc1)C(=O)NCC(=O)O" total_energy_ev=-22800.775
C 0.39 -0.21 -0.07 -0.3648
C 1.79 -0.39 0.48 -0.3928
C -0.46 -0.67 1.16 -0.1210
C -1.87 -0.38 0.93 -0.2415
C -2.62 -1.20 0.04 -0.0493
C -2.39 0.97 1.22 -0.0019
C -3.69 -0.61 -0.71 -0.0101
C -3.66 1.34 0.61 -0.0625
C -4.39 0.56 -0.26 -0.3368
C 4.18 -0.54 -0.09 -0.1908
C 4.73 0.69 -0.24 -0.4928
H -0.88 -0.22 -1.59 0.1100
H 0.07 -1.61 -1.69 0.1428
H 0.39 0.95 -0.19 0.1933
H -0.49 -1.69 0.85 0.1081
H -0.02 -0.32 2.11 0.1385
H -2.31 -2.15 -0.21 0.0735
H -2.01 1.79 1.95 0.1358
H -4.02 -1.22 -1.69 0.1533
H -4.07 2.40 0.78 0.1288
H -6.14 1.53 -0.29 0.1668
H 2.65 -0.31 -1.46 0.1117
H 4.78 -1.66 -0.30 0.2217
H 4.04 -0.61 1.07 0.1681
H 6.31 1.74 -0.30 0.1677
N 0.13 -0.55 -1.39 0.0279
N 2.82 -0.68 -0.55 0.0616
O 2.11 -0.24 1.61 0.0874
O -5.59 0.90 -0.93 -0.0279
O 4.08 1.66 -0.76 0.0505
O 6.13 0.74 -0.10 0.0446

30
Properties=species:S:1:pos:R:3:lowdin_charge:R:1 method="wB97M-V/def2-TZVPD" total_charge=+1 homo_ev="-11.4 / -11.3" gap_ev="6.35 / 5.86" e_above_lowest_kj_mol=0.0 spin_multiplicity=1 lumo_ha="-0.186 / -0.198" total_energy_ev=-31771.829
C -3.52 -0.01 -0.05 -0.2483
C -4.32 1.07 0.18 -0.2186
C -3.90 2.40 0.40 -0.0556
C -2.57 2.86 0.58 -0.2094
C -1.43 2.15 0.35 -0.2115
Sn -1.65 0.49 -0.97 1.0593
P -1.68 -2.35 -1.44 0.6628
H -3.86 -1.05 0.03 0.0215
H -5.41 0.92 0.24 0.1166
H -4.70 3.14 0.58 0.1258
H -0.44 2.47 0.67 0.0466
H -2.50 3.89 0.96 0.1127
H -1.08 -2.64 -2.70 -0.1018
H -2.95 -3.00 -1.61 -0.0937
H -0.97 -3.26 -0.58 -0.1037
N 5.13 -0.02 -0.75 0.1798
C 3.83 0.32 -1.04 -0.4773
O 3.55 1.03 -2.00 0.0654
C 2.78 -0.22 -0.12 -0.0925
C 3.02 -1.00 1.03 0.0188
C 1.92 -1.44 1.78 -0.0207
C 0.62 -1.11 1.37 -0.1074
N 0.39 -0.38 0.27 -0.0668
C 1.45 0.09 -0.43 -0.0813
H 5.84 0.31 -1.39 0.1236
H 5.40 -0.66 -0.02 0.0929
H 4.03 -1.24 1.33 0.1181
H 2.06 -2.04 2.67 0.1188
H -0.25 -1.45 1.95 0.1281
H 1.21 0.73 -1.29 0.0980